[1]
A molecular structure, C12H26BrF7InO5P2S, computed with ωB97M-V with the def2-TZVPD basis set.

Each line ends with the Mulliken charge.
Geometry (Å):
C 1.68 -1.13 0.58  -1.14
C 0.73 -1.22 -0.63  0.03
C -0.08 0.07 -0.83  -0.68
Br -0.15 0.57 -2.74  -0.25
In -2.13 -0.05 -0.03  0.52
S -3.65 -0.31 -1.97  -0.57
P -2.38 -1.98 1.63  0.08
P -3.03 -3.56 0.33  0.87
O -3.28 -4.86 0.96  -0.69
O -1.95 -3.63 -0.88  -0.47
O -4.34 -2.96 -0.35  -0.41
C -2.43 1.81 1.23  -0.03
F -1.18 2.09 1.77  -0.28
F -3.25 1.62 2.31  -0.30
C -2.86 3.15 0.63  0.72
F -1.90 3.56 -0.24  -0.26
F -2.97 4.10 1.58  -0.33
C -4.21 3.13 -0.15  0.66
F -4.89 4.27 0.02  -0.29
F -4.00 2.97 -1.46  -0.22
F -4.99 2.12 0.27  -0.24
H 1.65 -2.03 1.18  0.18
H 1.41 -0.29 1.23  0.33
H 2.71 -0.99 0.26  0.31
H 1.32 -1.40 -1.54  0.46
H 0.06 -2.08 -0.50  -0.16
H 0.43 0.92 -0.38  0.51
H -4.83 -0.15 -1.36  0.12
H -1.03 -2.39 1.72  -0.06
H -2.30 -4.16 -1.61  0.30
H -4.14 -2.28 -1.03  0.23
C 4.42 -5.59 2.86  -1.34
C 3.39 -5.11 1.84  0.47
C 3.37 -5.99 0.60  -1.29
O 3.62 -3.75 1.50  -0.47
H 5.42 -5.55 2.42  0.35
H 4.41 -4.96 3.74  0.33
H 4.22 -6.62 3.16  0.37
H 2.40 -5.12 2.30  0.28
H 4.35 -5.96 0.10  0.34
H 2.62 -5.62 -0.11  0.31
H 3.15 -7.02 0.84  0.38
H 4.48 -3.68 1.08  0.30
C 0.34 7.02 -1.40  -1.24
C 1.26 5.81 -1.33  0.40
C 1.27 5.04 -2.65  -1.19
O 0.90 4.96 -0.25  -0.52
H -0.69 6.70 -1.59  0.29
H 0.36 7.56 -0.45  0.31
H 0.64 7.70 -2.20  0.38
H 2.27 6.13 -1.10  0.32
H 0.26 4.66 -2.87  0.28
H 1.93 4.17 -2.58  0.28
H 1.59 5.67 -3.48  0.40
H 0.00 4.64 -0.42  0.31

- Maximum force: 0.0096 Eh/bohr
- LUMO level: 2.5 eV
- Charge: -1
- Kohn-Sham gap: 7.968 eV

[2]
A single C2H3N3O3 molecule, computed with ωB97M-V with the def2-TZVPD basis set.

Each line ends with the Mulliken charge.
Geometry (Å):
H -0.63 1.11 -2.79  0.30
N -1.11 0.79 -1.71  -0.56
C -0.34 0.88 -0.68  0.58
O 1.02 1.32 -0.61  -0.29
N 1.57 -0.08 0.03  -0.22
C 0.55 -0.48 0.90  0.46
O 0.82 -1.31 1.76  -0.51
N -0.73 0.10 0.53  0.01
O -1.63 -1.08 -0.03  -0.48
H 2.34 0.20 0.74  0.33
H -2.80 -0.83 -0.19  0.37

- Maximum force: 0.1127 Eh/bohr
- LUMO level: -0.6 eV
- Charge: 0
- SMILES: [H]/N=c1\o[nH]c(=O)n1O
- Kohn-Sham gap: 10.091 eV
- Energy above the lowest of the compared OMol25 structures with the same formula, charge and spin: 5.375 eV

[3]
A single C7H10 molecule, computed with ωB97M-V with the def2-TZVPD basis set.

Each line ends with the Mulliken charge.
Geometry (Å):
C 0.96 1.44 -2.38  -0.68
C 0.39 0.41 -1.78  -0.25
C 0.88 -0.24 -0.54  -0.54
C 0.20 -0.40 0.60  0.67
C 0.87 -1.00 1.80  -1.32
C -1.08 0.28 0.93  -0.34
C -2.22 -0.38 1.08  -0.69
H 1.86 1.88 -1.94  0.26
H 0.74 1.84 -3.35  0.29
H -0.54 -0.08 -2.07  0.32
H 1.86 -0.68 -0.68  0.37
H 0.56 -0.38 2.66  0.36
H 0.43 -1.97 2.07  0.31
H 1.95 -0.90 1.79  0.38
H -1.08 1.32 1.23  0.32
H -2.40 -1.38 0.68  0.25
H -3.13 0.03 1.48  0.30

- Maximum force: 0.0275 Eh/bohr
- LUMO level: 1.0 eV
- Charge: 0
- SMILES: C=C/C=C(/C)C=C
- Kohn-Sham gap: 9.936 eV
- Energy above the lowest of the compared OMol25 structures with the same formula, charge and spin: 2.281 eV

[4]
A molecular structure, C2H5AlEuN, computed with ωB97M-V with the def2-TZVPD basis set.

Each line ends with the Mulliken charge.
Geometry (Å):
C -2.65 0.14 0.66  0.48
C -1.56 0.27 0.14  -0.97
Al 0.21 0.34 -0.56  0.37
N 1.35 -0.99 0.20  -0.79
H -3.64 -0.08 0.99  0.40
H 0.92 1.77 -0.12  -0.29
H 0.35 0.24 -2.14  -0.18
H 1.10 -1.84 -0.29  0.26
H 1.02 -1.13 1.16  0.27
Eu 2.90 1.26 -0.04  1.44

- Maximum force: 0.0469 Eh/bohr
- LUMO level (alpha / beta): -5.6 / -5.4 eV
- Charge: +1
- Kohn-Sham gap (alpha / beta): 7.021 / 7.199 eV
- Spin multiplicity: 8